No. 1
{
  "formula": "C16H18N4O3Pd",
  "method": "ωB97M-V/def2-TZVPD",
  "elements": ["C", "H", "H", "C", "C", "N", "H", "H", "N", "O", "H", "Pd", "H", "C", "C", "H", "C", "C", "N", "H", "H", "H", "H", "C", "C", "H", "H", "H", "C", "C", "C", "H", "H", "H", "C", "C", "O", "C", "H", "N", "C", "O"],
  "coordinates": [[0.482, -0.218, 3.490], [0.364, -2.325, 3.935], [-4.347, 0.929, 1.221], [-4.905, 0.627, 0.344], [-6.268, -0.177, -1.896], [1.041, 0.678, 2.505], [-0.800, -2.011, 1.866], [0.823, -2.636, -4.492], [-0.666, -0.271, -1.781], [2.104, 0.326, -1.307], [-6.820, 1.162, 1.160], [0.347, -0.007, 0.275], [3.165, -3.254, -4.920], [-6.955, 0.349, -0.832], [1.246, -1.251, -2.917], [-8.038, 0.450, -0.878], [-0.151, -1.054, -2.667], [-6.279, 0.760, 0.312], [-2.024, -0.255, -1.690], [2.055, 0.691, 2.493], [-0.837, -1.668, -3.283], [4.962, -2.279, -3.504], [1.853, -1.853, 3.077], [-4.172, 0.128, -0.725], [3.926, -1.987, -3.344], [0.866, -0.016, 4.516], [4.402, -0.637, -1.766], [-2.618, -0.589, -2.475], [2.919, -2.542, -4.137], [0.766, -1.697, 3.124], [-4.845, -0.298, -1.923], [0.551, -1.461, 1.106], [-6.802, -0.510, -2.779], [-0.602, -0.076, 3.495], [1.611, -2.177, -3.898], [2.283, -0.606, -2.128], [-2.171, 0.195, 0.549], [3.617, -1.070, -2.378], [0.661, 1.618, 2.534], [0.215, -2.135, 1.868], [-2.705, 0.039, -0.557], [-4.257, -0.760, -2.948]],
  "nbo_charge": [-0.23, 0.16, 0.21, -0.16, -0.34, -0.85, 0.35, 0.18, -0.29, -0.72, 0.18, 0.11, 0.18, -0.21, -0.25, 0.17, 0.06, -0.36, -0.47, 0.36, 0.14, 0.17, 0.16, -0.23, -0.22, 0.13, 0.19, 0.43, -0.37, -0.21, 0.40, 0.33, 0.19, 0.20, -0.16, 0.42, -0.70, -0.32, 0.38, -0.85, 0.62, -0.78],
  "charge": -2,
  "relative_energy_ev": 0.7434
}

---

No. 2
{
  "formula": "C16H18N4O5S",
  "method": "ωB97M-V/def2-TZVPD",
  "elements": ["H", "H", "C", "H", "H", "C", "N", "H", "N", "H", "C", "H", "O", "O", "C", "N", "C", "H", "C", "H", "H", "C", "O", "C", "H", "C", "H", "H", "C", "C", "C", "C", "N", "C", "H", "C", "O", "O", "H", "S", "H", "H", "H", "C"],
  "coordinates": [[-3.554, -1.969, 2.583], [1.025, 2.016, -1.320], [-1.720, -1.335, 1.663], [-0.210, 2.529, -4.917], [3.670, -2.541, 1.404], [-2.620, 1.258, 2.126], [0.358, 1.341, -0.971], [-2.991, 2.251, 2.330], [1.011, -1.526, 1.047], [3.252, -0.577, -2.374], [-1.923, 2.176, -3.657], [-1.947, 3.131, -1.732], [5.375, -1.938, -1.350], [-1.676, 0.413, -1.321], [-0.210, 0.437, -4.408], [0.276, -0.473, 0.654], [2.122, -0.381, -0.544], [-0.360, 3.163, -2.518], [-1.400, 1.060, 1.518], [-1.339, -2.326, 1.478], [0.480, 0.568, -3.577], [0.915, 0.249, -0.315], [5.191, -0.378, 0.536], [3.319, -0.163, -1.370], [-1.499, 1.593, -5.666], [-1.244, 2.550, -2.335], [-2.636, 1.374, -3.459], [-0.789, 1.906, 1.247], [-0.939, 1.734, -4.740], [3.331, -2.317, 0.398], [-0.959, -0.238, 1.264], [2.125, -1.479, 0.351], [-4.666, 0.372, 3.124], [-3.388, 0.159, 2.496], [3.263, -3.221, -0.200], [-0.908, 1.320, -1.525], [-5.037, 1.518, 3.271], [-5.295, -0.606, 3.468], [-0.922, -0.340, -4.139], [4.544, -1.202, -0.442], [-2.478, 3.041, -4.024], [0.363, 0.098, -5.268], [3.677, 0.862, -1.394], [-2.937, -1.138, 2.277]],
  "nbo_charge": [0.25, 0.41, -0.23, 0.19, 0.27, -0.16, -0.64, 0.25, -0.25, 0.25, -0.39, 0.25, -0.93, -0.59, -0.61, -0.19, -0.17, 0.20, -0.25, 0.25, 0.19, 0.33, -0.93, -0.65, 0.21, -0.51, 0.22, 0.23, -0.39, -0.66, 0.29, 0.15, 0.53, 0.00, 0.26, 0.71, -0.38, -0.38, 0.22, 2.16, 0.21, 0.22, 0.25, -0.15],
  "smiles": "CCCCC(=O)Nc1c2c(nn1-c1ccc([N+](=O)[O-])cc1)CS(=O)(=O)C2",
  "relative_energy_ev": 4.2010
}

---

No. 3
{
  "formula": "C16H19BCoN6S",
  "method": "ωB97M-V/def2-TZVPD",
  "elements": ["H", "C", "H", "C", "H", "H", "C", "H", "H", "N", "H", "N", "B", "C", "H", "C", "H", "S", "C", "H", "H", "N", "C", "H", "C", "C", "H", "N", "N", "C", "C", "H", "N", "C", "C", "H", "C", "H", "Co", "C", "H", "H", "C", "H"],
  "coordinates": [[-2.254, 2.838, 3.843], [-1.720, 3.402, 1.774], [1.548, -6.504, 0.835], [-2.591, 1.090, -3.311], [3.917, 3.214, -1.349], [2.349, -2.100, 1.828], [-1.444, 1.295, 2.471], [2.482, -1.085, 0.309], [-1.348, 0.376, 3.038], [1.190, 1.560, -0.628], [-1.917, 4.453, 1.655], [-1.041, 1.372, 1.168], [-0.809, 3.113, -0.684], [0.994, -5.565, 0.713], [2.033, -4.993, -1.103], [-2.289, 2.322, -2.738], [1.324, -0.618, 1.679], [-1.359, -1.744, 0.148], [2.925, 2.889, -1.131], [3.139, -0.436, 1.806], [1.621, 4.695, -1.308], [-1.235, 2.688, 0.750], [2.330, -1.082, 1.410], [3.140, 0.697, -0.665], [-1.958, 0.117, -2.524], [-0.693, -4.010, 1.501], [-3.180, 0.897, -4.202], [-1.312, 0.750, -1.502], [-1.526, 2.125, -1.652], [-1.884, 2.566, 2.876], [0.521, -3.562, -0.570], [-1.080, 4.249, -0.925], [0.723, 2.845, -0.814], [1.257, -4.729, -0.378], [2.527, 1.580, -0.811], [-1.894, -0.966, -2.631], [-0.449, -3.177, 0.379], [-2.573, 3.327, -3.053], [-0.364, 0.150, -0.056], [0.034, -5.187, 1.660], [0.686, -2.951, -1.456], [-1.451, -3.721, 2.227], [1.760, 3.655, -1.105], [-0.130, -5.833, 2.526]],
  "nbo_charge": [0.23, 0.02, 0.21, -0.36, 0.23, 0.24, 0.01, 0.21, 0.24, -0.40, 0.23, -0.44, 0.54, -0.25, 0.21, 0.02, 0.20, -0.40, -0.35, 0.22, 0.22, -0.31, -0.85, 0.22, 0.00, -0.24, 0.23, -0.43, -0.32, -0.35, -0.24, -0.02, -0.32, -0.21, -0.02, 0.25, -0.17, 0.23, 1.29, -0.19, 0.21, 0.22, 0.00, 0.21],
  "multiplicity": 4,
  "total_energy_ha": -2755.51481,
  "s2": 3.762
}

---

No. 4
{
  "formula": "C16H19BCoN6Te",
  "method": "ωB97M-V/def2-TZVPD",
  "elements": ["H", "H", "C", "H", "N", "H", "N", "Te", "C", "H", "C", "C", "C", "C", "H", "H", "C", "Co", "C", "H", "H", "H", "H", "H", "C", "H", "C", "H", "C", "N", "H", "N", "H", "B", "H", "H", "N", "C", "C", "H", "C", "N", "C", "C"],
  "coordinates": [[-1.000, -1.474, -4.608], [-1.095, 4.866, -3.279], [-1.041, -1.699, -3.554], [0.182, 2.814, -4.637], [-0.856, 2.035, -1.657], [-1.231, -1.034, 6.625], [1.769, -0.527, -0.869], [0.558, 1.175, 1.494], [0.895, -0.502, 4.008], [-1.526, -0.466, 0.566], [-1.328, 0.665, 5.297], [-1.507, -1.350, 1.262], [3.058, -0.581, -0.425], [0.332, -1.109, 5.138], [1.765, -0.908, 3.489], [-2.322, -3.486, -3.303], [-0.787, -0.543, 5.758], [0.169, -0.999, 0.250], [-0.802, 1.280, 4.157], [-1.657, -0.987, 2.291], [0.773, -2.028, 5.532], [-1.701, 3.781, -0.838], [-2.347, -1.967, 0.891], [4.984, -0.136, -1.394], [-1.427, -2.541, -1.536], [-1.212, 2.198, 3.734], [-1.226, 3.317, -1.694], [3.247, -0.841, 0.594], [3.917, -0.183, -1.452], [1.810, 0.009, -2.154], [-2.165, 1.133, 5.818], [-0.169, 1.743, -2.816], [-0.518, -1.981, 1.182], [0.514, 0.298, -2.989], [-1.767, -3.092, -0.676], [0.795, 0.233, -4.158], [-0.431, -0.905, -2.646], [-0.216, 2.834, -3.630], [3.107, 0.149, -2.527], [3.376, 0.483, -3.511], [0.257, 0.638, 3.478], [-0.605, -1.463, -1.380], [-1.700, -2.719, -2.883], [-0.875, 3.870, -2.944]],
  "nbo_charge": [0.27, 0.25, 0.10, 0.24, -0.37, 0.26, -0.40, 0.94, -0.23, 0.26, -0.19, -0.80, 0.00, -0.19, 0.23, 0.27, -0.12, 1.12, -0.20, 0.29, 0.26, 0.22, 0.30, 0.27, 0.00, 0.24, -0.04, 0.23, -0.30, -0.31, 0.26, -0.36, 0.16, 0.55, 0.22, -0.01, -0.29, 0.01, 0.08, 0.27, -0.39, -0.46, -0.31, -0.33],
  "multiplicity": 4,
  "charge": 2,
  "total_energy_ha": -2624.57481,
  "s2": 4.041
}

---

No. 5
{
  "formula": "C16H19BrEu",
  "method": "ωB97M-V/def2-TZVPD",
  "elements": ["C", "Br", "H", "C", "C", "H", "H", "C", "H", "H", "C", "H", "H", "C", "H", "H", "C", "C", "H", "C", "H", "H", "C", "C", "H", "H", "C", "C", "H", "C", "C", "H", "C", "H", "H", "H", "Eu"],
  "coordinates": [[-1.076, 3.109, 0.617], [1.004, 0.842, 1.707], [2.792, -2.630, 0.915], [-1.827, -1.374, 1.438], [-0.398, 2.649, -0.599], [-3.227, -1.434, -0.342], [-1.209, 1.644, -2.451], [-1.735, -0.423, 2.543], [1.637, -3.371, -1.233], [0.666, 2.572, -0.729], [3.493, -0.476, -1.715], [-3.258, 3.057, 1.177], [3.764, 0.389, -1.107], [3.396, -1.933, 0.331], [2.961, -0.125, -2.602], [-0.961, -0.398, 3.291], [-1.401, 2.128, -1.508], [-3.581, 0.184, 1.215], [4.424, -0.960, -2.050], [-2.500, 2.877, 0.441], [-2.949, 1.414, 3.016], [-3.630, 1.871, -1.260], [-2.701, 2.248, -0.870], [2.255, -2.661, -1.787], [3.666, -1.089, 0.965], [1.706, -2.343, -2.676], [-2.803, 0.548, 2.397], [0.423, -0.254, -0.175], [-0.596, 3.462, 1.513], [1.442, -0.815, -0.522], [-2.958, -1.001, 0.609], [4.323, -2.451, 0.040], [2.612, -1.452, -0.911], [-1.087, -2.116, 1.196], [-4.404, 0.734, 0.800], [3.158, -3.195, -2.124], [-1.421, 0.774, 0.447]],
  "mulliken_spin": [0.00, -0.02, 0.00, 0.00, -0.01, 0.00, 0.00, -0.02, 0.00, 0.00, 0.00, 0.00, 0.00, 0.00, 0.00, 0.00, -0.03, -0.01, 0.00, -0.01, 0.00, 0.00, 0.02, 0.00, 0.00, 0.00, 0.00, -0.05, 0.00, 0.00, -0.01, 0.00, -0.01, 0.00, 0.00, 0.00, 6.12],
  "multiplicity": 7,
  "charge": -1,
  "total_energy_ha": -3905.24285,
  "s2": 12.017
}